[1]
DFT (wB97M-V/def2-TZVPD) results for one molecule with the formula C18H19N3O4 in a non-equilibrium geometry.

Computed properties:
**HOMO level**: -8.76 eV
**Relative energy (zero: lowest compared OMol25 entry of this formula, charge and spin)**: 99.4 kcal per mole
**SMILES**: CC(C)CNC(=O)c1ccc(NC(=O)c2ccccc2[N+](=O)[O-])cc1
**E_LUMO**: -0.699 eV

Last column: Mulliken charge in e.
Cartesian coordinates (Å):
C (4.2929, -2.3328, 5.4929)  -1.588
C (3.5647, -1.6932, 4.3143)  0.859
C (4.3608, -1.8732, 3.0251)  -1.390
C (2.1668, -2.3112, 4.1737)  -1.086
N (1.3873, -1.6701, 3.1433)  -0.123
C (0.9960, -2.3068, 2.0147)  0.508
O (1.1884, -3.4934, 1.8262)  -0.665
C (0.2722, -1.4534, 1.0262)  0.659
C (-0.6505, -2.0763, 0.1893)  -0.944
C (-1.3490, -1.3514, -0.7514)  -0.608
C (-1.1303, 0.0191, -0.8850)  0.969
N (-1.8770, 0.7081, -1.8460)  -0.014
C (-1.8403, 2.0301, -2.1538)  0.224
O (-1.2207, 2.8912, -1.5751)  -0.659
C (-2.7859, 2.3967, -3.2757)  0.343
C (-4.1401, 2.5610, -3.0160)  -0.385
C (-4.9908, 3.0317, -4.0035)  -0.623
C (-4.5009, 3.3597, -5.2592)  -0.471
C (-3.1554, 3.2065, -5.5345)  -0.544
C (-2.3108, 2.7211, -4.5449)  0.274
N (-0.9177, 2.5100, -4.8509)  1.010
O (-0.4534, 3.1012, -5.7979)  -0.608
O (-0.3144, 1.7242, -4.1503)  -0.566
C (-0.1897, 0.6445, -0.0728)  -0.864
C (0.5029, -0.0901, 0.8708)  -0.658
H (5.2810, -1.8948, 5.6108)  0.398
H (3.7389, -2.1841, 6.4172)  0.389
H (4.4081, -3.4016, 5.3288)  0.356
H (3.4492, -0.6201, 4.5127)  0.222
H (4.4920, -2.9310, 2.8103)  0.335
H (3.8432, -1.4194, 2.1830)  0.297
H (5.3418, -1.4124, 3.1149)  0.427
H (2.2486, -3.3628, 3.8892)  0.368
H (1.6333, -2.2417, 5.1287)  0.350
H (1.1864, -0.6902, 3.2575)  0.221
H (-0.8038, -3.1394, 0.2950)  0.442
H (-2.0653, -1.8457, -1.3931)  0.326
H (-2.4387, 0.1157, -2.4432)  0.224
H (-4.5218, 2.3307, -2.0327)  0.458
H (-6.0417, 3.1508, -3.7885)  0.409
H (-5.1671, 3.7333, -6.0209)  0.395
H (-2.7419, 3.4475, -6.5020)  0.467
H (0.0012, 1.6975, -0.1917)  0.524
H (1.2515, 0.4148, 1.4645)  0.343

***

[2]
DFT (wB97M-V/def2-TZVPD) results for one molecule with the formula C4H5N3O in a non-equilibrium geometry.

Computed properties:
**HOMO level**: -9.82 eV
**Relative energy (zero: lowest compared OMol25 entry of this formula, charge and spin)**: 57.3 kcal per mole
**SMILES**: [H]/N=C1/NC(=O)N2C[C@H]12
**E_LUMO**: 0.747 eV

Last column: Mulliken charge in e.
Cartesian coordinates (Å):
H (-3.0291, -0.4663, -0.4477)  0.249
N (-2.1682, -1.0409, 0.0219)  -0.722
C (-0.9797, -0.4943, -0.1006)  0.460
N (0.1036, -1.2896, 0.1975)  -0.146
C (1.3852, -0.7962, -0.0701)  0.488
O (2.4602, -1.4061, -0.1674)  -0.559
N (1.1712, 0.5314, -0.5005)  -0.346
C (0.6075, 1.4848, 0.5257)  -0.318
C (-0.2485, 0.7993, -0.5101)  -0.017
H (-0.1149, -2.1903, 0.5091)  0.171
H (0.7305, 1.1359, 1.5794)  0.224
H (0.9027, 2.4821, 0.3584)  0.249
H (-0.8205, 1.2502, -1.3958)  0.267

***

[3]
DFT (wB97M-V/def2-TZVPD) results for an isolated ion of composition C4H12N3 and charge +1 in a non-equilibrium geometry.

Computed properties:
**HOMO level**: -13.78 eV
**Relative energy (zero: lowest compared OMol25 entry of this formula, charge and spin)**: 17.3 kcal per mole
**Net charge**: +1
**SMILES**: N/C=[NH+]\CCCN
**E_LUMO**: -3.234 eV

Last column: Mulliken charge in e.
Cartesian coordinates (Å):
N (0.3382, 1.4557, -1.5838)  -0.270
C (-0.9275, 1.4297, -1.1921)  0.035
N (-1.5589, 0.3672, -0.7407)  -0.073
C (-0.9149, -0.9147, -0.3888)  -0.939
C (-0.4069, -1.1119, 1.0351)  -0.414
C (0.7916, -0.2425, 1.4083)  -0.635
N (1.8489, -0.3259, 0.4019)  -0.576
H (0.5893, 2.3052, -2.0655)  0.277
H (0.9901, 0.8093, -1.0971)  0.252
H (-1.6160, 2.2642, -1.3001)  0.406
H (-2.4581, 0.5020, -0.3016)  0.271
H (-1.5690, -1.6637, -0.8413)  0.390
H (-0.0663, -0.9149, -1.0857)  0.447
H (-1.3001, -0.9028, 1.6537)  0.338
H (-0.2801, -2.1607, 1.2959)  0.365
H (0.5104, 0.7992, 1.5312)  0.300
H (1.1814, -0.5520, 2.3836)  0.394
H (2.1447, -1.2736, 0.1934)  0.200
H (2.7035, 0.1303, 0.6937)  0.232

***

[4]
DFT (wB97M-V/def2-TZVPD) results for a 25-piece molecular cluster, C40H130O40 overall in a non-equilibrium geometry.

Computed properties:
**HOMO level**: -9.23 eV
**Relative energy (zero: lowest compared OMol25 entry of this formula, charge and spin)**: 0.0 kcal per mole
**E_LUMO**: 0.077 eV

Last column: Mulliken charge in e.
Cartesian coordinates (Å):
C (0.4182, -5.5301, -1.3019)  -0.271
O (1.2697, -6.4305, -0.5829)  -0.559
H (-0.5623, -5.9760, -1.3258)  0.438
H (0.2964, -4.5325, -0.8536)  -0.083
H (0.9173, -5.4595, -2.2656)  0.183
H (0.8934, -6.6714, 0.2722)  0.276
C (3.3313, 2.3460, -1.5911)  0.848
O (4.0423, 2.4157, -0.3406)  0.009
H (2.5091, 3.0286, -1.4295)  0.100
H (3.9438, 2.6539, -2.4263)  -0.388
H (2.8811, 1.3886, -1.8630)  -0.446
H (3.7884, 1.6830, 0.2460)  -0.188
C (-2.2003, -3.0382, -0.5161)  -0.213
O (-3.5343, -2.7792, -0.0042)  -0.377
H (-2.2764, -3.6755, -1.3962)  0.641
H (-1.7469, -2.1115, -0.8390)  -0.172
H (-1.6516, -3.4449, 0.3316)  -0.050
H (-3.8663, -3.6548, 0.2308)  0.138
C (-2.3037, -0.9496, 3.7019)  -0.759
O (-0.8970, -1.1709, 3.7686)  -0.016
H (-2.8329, -1.3677, 4.5622)  0.480
H (-2.4319, 0.1331, 3.7566)  -0.206
H (-2.7152, -1.4249, 2.8062)  0.358
H (-0.5747, -0.8094, 4.6394)  0.043
C (0.5196, 2.4362, 3.1627)  0.415
O (-0.4550, 3.2292, 2.4263)  0.021
H (1.1385, 2.0930, 2.3881)  -0.781
H (0.8836, 3.0587, 3.9465)  0.657
H (-0.0180, 1.5797, 3.5485)  -0.238
H (-1.2736, 3.1826, 2.9376)  -0.130
C (-3.4885, 4.1943, 3.3269)  -0.760
O (-3.0658, 2.8480, 3.3785)  -0.186
H (-4.3819, 4.3705, 3.9503)  0.279
H (-2.7409, 4.9260, 3.6191)  0.334
H (-3.7749, 4.3887, 2.2881)  0.111
H (-3.7544, 2.2308, 3.1023)  0.322
C (0.8167, -3.8593, 2.5775)  0.192
O (1.6259, -2.8072, 3.0200)  -0.488
H (1.0006, -4.7859, 3.1140)  0.331
H (-0.2076, -3.5665, 2.7794)  -0.075
H (1.0264, -4.0165, 1.5158)  -0.251
H (0.9621, -2.1328, 3.2590)  0.049
C (-6.2729, 1.9588, 2.0949)  -0.862
O (-5.1658, 1.3847, 2.7063)  -0.348
H (-7.2080, 1.4844, 2.4309)  0.294
H (-6.3699, 2.9983, 2.3879)  0.359
H (-6.2985, 1.8377, 1.0082)  0.313
H (-5.0537, 0.4519, 2.4889)  0.106
C (6.0302, 4.8066, -2.0950)  -0.216
O (6.5124, 3.9701, -1.0211)  -0.585
H (5.6541, 4.2445, -2.9365)  -0.137
H (5.2859, 5.5004, -1.7032)  0.220
H (6.8513, 5.4319, -2.3944)  0.346
H (5.7150, 3.4758, -0.7132)  0.330
C (0.6817, -0.2459, -7.1567)  -0.557
O (1.1597, 0.6424, -6.1509)  -0.420
H (0.6727, 0.1747, -8.1686)  0.381
H (1.2106, -1.2039, -7.2325)  0.301
H (-0.3619, -0.4765, -6.9108)  0.004
H (1.2902, 0.0787, -5.3710)  0.141
C (4.0076, -1.3976, -0.0974)  -0.439
C (4.0965, -0.6844, 1.2300)  -0.780
O (3.0815, 0.3049, 1.4001)  1.052
O (2.7650, -2.0110, -0.2217)  -0.521
H (4.8135, -2.1175, -0.2284)  0.491
H (4.0052, -0.6701, -0.9050)  0.094
H (5.0158, -0.0862, 1.1884)  0.332
H (4.2060, -1.2800, 2.1307)  0.465
H (2.1901, -0.1076, 1.4626)  -0.638
H (2.7214, -2.6840, 0.4812)  -0.237
C (-1.7241, 2.7305, -5.2892)  -0.808
C (-0.6584, 2.9750, -4.2383)  0.528
O (-0.9706, 3.8952, -3.2892)  -0.305
O (-2.9097, 2.1373, -4.8104)  -0.593
H (-1.2065, 2.0121, -5.9251)  0.307
H (-1.9738, 3.6260, -5.8539)  0.368
H (0.2314, 3.2616, -4.7951)  0.462
H (-0.4781, 1.9654, -3.8219)  -0.457
H (-1.7703, 3.6951, -2.7695)  0.163
H (-3.4346, 2.8472, -4.4002)  0.235
C (0.5041, 6.1294, -1.3932)  -0.726
C (-0.0108, 5.1277, -0.4189)  0.665
O (0.5468, 5.4716, 0.7825)  -0.522
O (0.0691, 7.4206, -1.0952)  -0.627
H (0.1882, 5.8592, -2.3802)  0.265
H (1.5812, 6.0544, -1.2533)  0.356
H (0.2503, 4.1147, -0.7494)  -0.363
H (-1.1026, 5.1199, -0.3600)  0.280
H (0.2870, 4.7780, 1.4298)  0.205
H (0.2415, 7.5909, -0.1525)  0.347
C (-3.9139, 3.6120, -1.1890)  -0.011
C (-3.9129, 2.1079, -1.0670)  1.457
O (-5.2142, 1.6722, -1.4804)  -0.672
O (-4.0286, 3.9811, -2.5184)  -0.563
H (-3.0113, 4.0370, -0.7541)  -0.166
H (-4.6918, 4.0375, -0.5390)  0.487
H (-3.9332, 1.8544, -0.0128)  -0.394
H (-3.0453, 1.6032, -1.5016)  -0.578
H (-5.2683, 1.7033, -2.4340)  0.352
H (-4.1141, 4.9444, -2.5968)  0.289
C (-6.3080, -2.4457, 1.8343)  0.155
C (-7.4852, -2.0105, 2.7096)  -0.772
O (-8.3959, -1.1937, 2.0186)  -0.560
O (-5.5461, -1.3267, 1.5418)  -0.190
H (-6.7460, -2.8978, 0.9263)  0.254
H (-5.6998, -3.2199, 2.3018)  0.040
H (-7.1534, -1.4928, 3.6184)  0.286
H (-8.0273, -2.9076, 2.9901)  0.397
H (-7.9516, -0.3752, 1.8272)  0.280
H (-4.8135, -1.4922, 0.9230)  0.150
C (-2.8911, -5.1203, 3.1994)  -0.058
C (-2.4012, -4.9295, 4.5960)  -0.308
O (-3.4215, -5.4256, 5.4148)  -0.572
O (-2.9428, -6.5127, 2.9755)  -0.593
H (-2.2371, -4.7546, 2.4219)  0.020
H (-3.8937, -4.6882, 3.0908)  0.210
H (-2.2188, -3.8836, 4.8149)  0.145
H (-1.5544, -5.5894, 4.7144)  0.418
H (-3.0959, -5.4955, 6.3210)  0.327
H (-3.3240, -6.7805, 3.8417)  0.400
C (3.3977, 0.3518, 5.7451)  -0.365
C (4.0053, 1.2143, 4.7345)  0.465
O (4.3591, 2.3589, 5.4047)  -0.678
O (2.3794, 1.0391, 6.3820)  -0.564
H (4.1555, 0.0782, 6.4774)  0.296
H (2.9415, -0.5524, 5.3201)  0.123
H (3.2440, 1.4911, 3.9807)  -0.298
H (4.8582, 0.7192, 4.2723)  0.347
H (4.7000, 3.0259, 4.7793)  0.222
H (2.6367, 1.9769, 6.4497)  0.297
C (-1.1028, 0.3955, 6.9673)  -0.439
C (-1.3412, 1.8784, 6.6768)  0.131
O (-2.1892, 2.4608, 7.6820)  -0.582
O (-0.1389, -0.1438, 6.0919)  -0.411
H (-2.0523, -0.1395, 6.9587)  0.375
H (-0.7472, 0.3847, 8.0069)  0.293
H (-1.7231, 1.9879, 5.6559)  -0.058
H (-0.3613, 2.3463, 6.8169)  0.143
H (-3.0905, 2.3852, 7.3648)  0.355
H (0.7240, 0.2879, 6.1923)  0.262
C (4.4436, 1.1030, -6.6058)  -0.504
C (4.2960, 1.7928, -5.2831)  0.203
O (4.8394, 3.0595, -5.3286)  -0.637
O (5.7574, 0.7433, -6.7995)  -0.550
H (4.1518, 1.8292, -7.3829)  0.409
H (3.7595, 0.2511, -6.7295)  0.072
H (4.7432, 1.2123, -4.4591)  0.400
H (3.2353, 1.9347, -5.1217)  -0.071
H (5.6360, 3.0937, -4.7681)  0.306
H (6.0392, 1.1144, -7.6348)  0.339
C (-4.8863, -0.9693, -3.8849)  -0.634
C (-3.5444, -0.9683, -3.2256)  0.943
O (-2.5523, -0.5653, -4.1549)  -0.204
O (-4.8865, -1.8706, -4.9690)  -0.577
H (-5.2134, 0.0410, -4.2113)  0.239
H (-5.6228, -1.3746, -3.2013)  0.444
H (-3.3065, -1.9594, -2.8708)  -0.005
H (-3.5099, -0.3220, -2.3489)  -0.601
H (-2.6896, 0.3730, -4.3812)  0.187
H (-4.0534, -1.7211, -5.4426)  0.274
C (5.2860, 4.4410, 2.3366)  -0.301
C (3.8041, 4.6699, 2.5038)  0.656
O (3.5069, 5.6639, 3.4953)  -0.575
O (5.8807, 4.1336, 3.6300)  -0.627
H (5.8405, 5.2949, 1.9391)  0.338
H (5.4512, 3.5650, 1.6907)  0.132
H (3.2484, 3.7651, 2.7836)  -0.554
H (3.3670, 4.9982, 1.5617)  0.296
H (4.2858, 5.6998, 4.0828)  0.376
H (6.8140, 3.9150, 3.5040)  0.309
C (2.7474, -1.8008, -3.6842)  0.222
C (2.6696, -2.7753, -4.8255)  -0.572
O (1.5042, -3.5420, -4.6278)  -0.515
O (1.7184, -0.8979, -3.8029)  1.696
H (3.7305, -1.3017, -3.7926)  0.066
H (2.7391, -2.3187, -2.7318)  -0.260
H (3.4828, -3.4728, -4.7299)  0.534
H (2.6227, -2.2271, -5.7694)  0.030
H (0.7427, -2.9354, -4.5684)  0.221
H (1.4197, -0.5897, -2.9235)  0.022
C (3.9149, -5.6877, 1.4285)  -0.312
C (5.1413, -6.2850, 2.0997)  -0.503
O (4.9872, -5.9195, 3.4430)  -0.516
O (3.9777, -4.2765, 1.5540)  -0.188
H (2.9728, -6.0744, 1.8650)  0.099
H (3.9832, -5.9288, 0.3651)  0.358
H (6.0170, -5.8084, 1.6725)  0.276
H (5.1677, -7.3551, 1.8833)  0.378
H (5.6967, -6.3165, 3.9522)  0.286
H (4.0719, -3.9797, 2.4770)  0.179
C (-0.5316, 0.3704, 0.5096)  -0.774
C (0.3750, 0.6909, -0.7164)  0.944
O (0.8826, -0.4415, -1.3144)  0.299
O (0.2005, -0.4808, 1.3236)  1.617
H (-1.4672, -0.0827, 0.1501)  -0.179
H (-0.8528, 1.2882, 1.0272)  -0.082
H (1.1681, 1.3352, -0.3185)  -0.659
H (-0.2501, 1.2755, -1.3938)  -0.226
H (1.5176, -0.8870, -0.7301)  -0.547
H (-0.1732, -0.5507, 2.2092)  -0.769
C (-2.6894, -4.6443, -5.6104)  -0.480
C (-1.5854, -3.5936, -5.9464)  -0.497
O (-1.1171, -2.8431, -4.8742)  -0.178
O (-2.8536, -5.4261, -6.7705)  -0.534
H (-3.6129, -4.1375, -5.3121)  0.232
H (-2.3099, -5.2119, -4.7619)  0.275
H (-1.9539, -2.9314, -6.7305)  0.386
H (-0.7476, -4.1799, -6.3561)  0.377
H (-1.6928, -2.0958, -4.6256)  -0.114
H (-3.5548, -6.0462, -6.5551)  0.320